(1)
Here is a molecular structure, C10H24N7O2PtS from the OMol25 dataset. Energies are from ωB97M-V/def2-TZVPD.

Geometry as XYZ:
```
45
Properties=species:S:1:pos:R:3:forces:R:3:lowdin_charge:R:1
Pt 0.084 -0.685 -0.737 0.39 -1.32 -0.27 1.003
C 3.791 2.190 0.383 -0.10 0.01 -0.01 0.040
C 2.538 1.416 0.129 -0.12 -0.03 0.10 -0.218
N 2.434 0.117 -0.030 -0.24 0.61 -0.21 -0.023
O 3.494 -0.645 -0.052 0.35 -0.35 -0.05 0.087
C 1.261 2.085 0.047 0.05 -0.08 -0.24 -0.155
C 1.042 3.495 0.396 0.00 0.07 -0.05 0.045
N 0.270 1.304 -0.438 -0.35 -0.25 0.53 -0.257
O -0.890 1.703 -0.656 -0.15 0.86 0.00 -0.009
H 4.659 1.562 0.565 0.07 0.04 0.04 0.093
H 3.666 2.823 1.263 0.00 -0.04 0.01 0.118
H 4.012 2.851 -0.460 0.00 -0.08 0.00 0.128
H 4.318 -0.119 -0.032 0.06 -0.04 0.08 0.134
H 1.674 4.136 -0.229 0.01 -0.01 -0.02 0.133
H 1.355 3.675 1.429 -0.01 -0.02 0.00 0.130
H 0.004 3.785 0.269 -0.03 0.01 0.00 0.101
N -4.884 -0.956 -0.537 -0.03 -0.02 0.03 0.191
C -3.693 -0.615 -0.970 -0.18 0.07 -0.02 -0.711
N -3.501 0.339 -1.849 -0.01 -0.03 0.06 0.194
S -2.325 -1.555 -0.329 0.42 0.21 -0.15 0.868
H -5.730 -0.488 -0.851 0.05 0.01 0.04 0.165
H -5.005 -1.715 0.121 0.02 -0.01 -0.04 0.136
H -4.272 0.867 -2.247 0.02 -0.05 -0.01 0.165
H -2.570 0.611 -2.118 0.09 0.04 0.01 0.098
C 0.756 -2.765 1.808 0.00 0.02 0.05 -0.038
N 0.411 -3.830 0.869 -0.34 0.35 -0.14 -0.130
C -0.411 -4.915 1.438 0.11 -0.01 0.02 -0.005
C 0.638 -3.745 -0.453 0.20 -0.65 0.39 -0.410
N 0.671 -2.556 -1.124 -0.61 0.70 0.46 -0.058
N 0.838 -4.861 -1.148 0.08 -0.03 -0.37 -0.111
C 1.482 -6.058 -0.579 -0.12 -0.11 -0.09 0.011
C 0.668 -4.891 -2.609 0.11 0.01 0.01 -0.002
H 0.950 -3.216 2.780 0.06 -0.08 -0.03 0.112
H -0.053 -2.045 1.958 -0.07 0.00 -0.09 0.071
H 1.660 -2.251 1.496 0.04 0.03 -0.09 0.075
H -1.224 -4.473 2.015 0.04 0.08 -0.03 0.104
H 0.166 -5.547 2.109 0.09 -0.01 0.00 0.109
H -0.840 -5.528 0.653 0.03 0.01 -0.08 0.100
H 1.128 -2.636 -2.022 0.22 -0.04 -0.09 0.070
H 1.778 -5.896 0.447 0.01 0.11 0.13 0.094
H 2.376 -6.277 -1.163 0.00 0.08 -0.08 0.115
H 0.824 -6.922 -0.639 -0.09 0.02 0.02 0.113
H 1.589 -4.623 -3.133 0.03 -0.01 0.08 0.113
H -0.138 -4.231 -2.923 -0.04 -0.01 0.05 0.097
H 0.409 -5.903 -2.905 -0.03 -0.06 0.04 0.112
```
Positions in Å, forces in eV/Å.

Output
- Relative energy (zero: lowest compared OMol25 entry of this formula, charge and spin): 1.016 eV
- Net charge: +3
- Maximum force: 1.406 eV/Å
- 2S+1: 5
- <S²>: 6.07
- Orbital gap (alpha / beta): 7.90 / 4.48 eV

=====

(2)
Here is 3 unconnected molecules or ions with the total composition C34H27IN3O6 from the OMol25 dataset. Energies are from ωB97M-V/def2-TZVPD.

Geometry as XYZ:
```
71
Properties=species:S:1:pos:R:3:forces:R:3:lowdin_charge:R:1
O 5.664 -1.792 3.415 -0.05 -0.04 0.07 0.157
C 5.550 -0.924 2.607 -0.04 0.10 0.22 -0.508
O 4.872 -1.102 1.429 0.26 -0.13 -0.12 0.074
C 6.014 0.501 2.827 0.13 0.21 -0.25 -0.092
C 4.818 1.480 2.885 -0.31 -0.31 -0.13 -0.104
C 4.255 1.899 4.270 -0.02 0.33 0.30 -0.202
C 4.964 1.323 5.526 -0.18 -0.14 0.55 -0.077
N 5.795 2.441 6.113 -0.41 0.00 -0.96 0.052
C 5.700 3.423 5.106 -0.12 0.01 0.25 -0.487
N 6.702 4.201 4.786 -0.37 -0.03 0.42 -0.338
I 8.455 4.253 5.839 -0.11 0.12 -0.13 0.985
N 4.504 3.373 4.492 0.61 -0.44 -0.57 0.137
H 5.499 -1.226 0.700 -0.21 0.06 0.00 0.135
H 6.654 0.517 3.706 0.01 0.08 -0.01 0.111
H 6.641 0.787 1.976 -0.10 -0.08 0.06 0.130
H 5.074 2.371 2.302 -0.06 0.00 0.21 0.117
H 3.989 1.020 2.338 0.15 0.08 -0.05 0.122
H 3.180 1.725 4.311 0.12 0.03 0.00 0.150
H 5.595 0.469 5.306 0.07 0.07 -0.08 0.104
H 4.273 0.987 6.300 -0.12 0.10 -0.25 0.134
H 5.218 2.822 6.864 0.51 -0.05 0.35 0.146
H 6.568 4.843 4.014 0.20 0.08 0.11 0.097
H 4.316 3.989 3.710 0.04 -0.06 -0.01 0.156
C -3.764 -3.414 -1.599 0.01 0.02 -0.03 -0.057
C -3.040 -3.409 -2.786 0.00 0.01 0.01 -0.050
C -1.661 -3.535 -2.760 -0.06 0.01 -0.04 0.003
C -0.999 -3.655 -1.545 0.02 0.00 0.05 -0.083
C -1.725 -3.642 -0.351 0.06 0.00 0.00 -0.087
C -3.109 -3.531 -0.384 -0.11 0.03 -0.05 -0.013
C -1.039 -3.724 0.970 -0.01 0.00 0.01 -0.280
O -1.666 -3.704 2.008 -0.01 0.03 0.01 0.105
C 0.450 -3.814 0.974 -0.02 0.00 -0.05 -0.083
C 1.120 -3.848 2.192 0.07 0.00 0.05 -0.003
C 2.501 -3.936 2.219 -0.01 0.01 0.00 -0.058
C 3.218 -4.001 1.029 0.00 -0.01 0.00 -0.067
C 2.558 -3.969 -0.186 0.08 0.01 0.05 -0.002
C 1.172 -3.867 -0.219 -0.06 0.02 0.01 -0.081
C 0.484 -3.800 -1.542 0.01 0.00 -0.02 -0.278
O 1.116 -3.853 -2.575 0.01 0.02 0.00 0.111
H -4.841 -3.317 -1.622 -0.01 -0.01 0.00 0.112
H -3.553 -3.305 -3.733 -0.01 -0.01 0.00 0.112
H -1.086 -3.538 -3.676 0.04 -0.01 0.02 0.123
H -3.664 -3.528 0.544 0.06 -0.01 0.04 0.122
H 0.546 -3.805 3.107 -0.05 -0.01 -0.02 0.119
H 3.024 -3.955 3.165 0.01 -0.01 0.00 0.107
H 4.297 -4.075 1.057 0.00 -0.02 0.01 0.105
H 3.101 -4.016 -1.120 -0.04 -0.01 -0.03 0.120
C -4.823 0.840 0.002 0.01 0.01 -0.03 -0.054
C -3.709 0.209 -0.541 0.02 -0.03 0.03 -0.062
C -3.347 0.444 -1.856 0.04 -0.06 0.06 -0.006
C -4.103 1.307 -2.639 -0.03 0.04 -0.03 -0.081
C -5.227 1.932 -2.098 0.01 -0.01 -0.05 -0.081
C -5.580 1.701 -0.774 0.00 -0.05 0.07 -0.001
C -6.076 2.840 -2.924 -0.01 0.02 0.00 -0.278
O -7.045 3.393 -2.450 -0.01 0.00 0.01 0.110
C -5.692 3.039 -4.351 0.03 -0.04 0.03 -0.083
C -6.491 3.842 -5.156 -0.02 0.04 -0.07 0.000
C -6.149 4.049 -6.481 0.01 -0.01 0.00 -0.053
C -5.005 3.459 -7.008 -0.01 0.00 0.01 -0.054
C -4.207 2.656 -6.212 -0.01 0.03 -0.07 -0.002
C -4.549 2.438 -4.883 -0.02 -0.01 0.05 -0.084
C -3.687 1.552 -4.051 0.02 0.00 -0.01 -0.278
O -2.683 1.043 -4.504 0.00 -0.01 0.00 0.104
H -5.103 0.654 1.031 0.00 0.00 0.01 0.108
H -3.124 -0.475 0.061 -0.01 0.00 0.02 0.101
H -2.483 -0.042 -2.290 0.00 0.02 -0.04 0.117
H -6.452 2.196 -0.369 -0.02 0.02 -0.04 0.121
H -7.375 4.297 -4.732 0.01 -0.01 0.05 0.121
H -6.774 4.671 -7.108 0.00 0.01 -0.01 0.109
H -4.739 3.625 -8.044 0.00 0.00 -0.01 0.109
H -3.317 2.188 -6.609 0.01 -0.03 0.04 0.120
```
Positions in Å, forces in eV/Å.

Output
- Net charge: +1
- Maximum force: 1.047 eV/Å
- Orbital gap: 6.20 eV

=====

(3)
Here is 2 unconnected molecules or ions with the total composition C3H10INSi from the OMol25 dataset. Energies are from ωB97M-V/def2-TZVPD.

Geometry as XYZ:
```
16
Properties=species:S:1:pos:R:3:forces:R:3:lowdin_charge:R:1
C 0.817 -0.420 1.873 0.87 4.82 -0.98 -0.202
C -0.518 -1.617 -0.685 1.01 -0.11 0.90 -0.204
C 0.726 1.485 -0.735 -1.61 -2.62 2.35 -0.141
N -1.659 0.670 1.102 -3.69 2.19 1.08 -0.002
Si -0.377 0.050 0.348 4.79 -1.99 -0.89 0.417
I -0.105 1.405 -4.433 0.02 -0.01 0.00 0.095
H 0.686 0.339 2.752 0.22 -0.93 -1.76 0.052
H 0.496 -1.280 2.295 -0.58 -3.20 1.06 -0.054
H 1.912 -0.385 1.583 -1.27 -0.46 0.37 0.035
H -1.452 -2.122 -0.517 -0.87 0.15 0.09 -0.015
H -0.480 -1.397 -1.785 0.56 -0.67 0.95 0.010
H 0.197 -2.435 -0.202 -0.79 1.97 -1.63 0.067
H 0.712 2.318 -0.031 0.80 -0.03 -0.36 0.016
H 1.587 0.819 -0.917 -0.03 1.02 0.12 0.028
H 0.100 1.635 -1.569 -0.44 0.46 -1.22 -0.125
H -2.642 0.935 0.922 1.01 -0.57 -0.08 0.021
```
Positions in Å, forces in eV/Å.

Output
- Relative energy (zero: lowest compared OMol25 entry of this formula, charge and spin): 3.016 eV
- Net charge: 0
- Maximum force: 5.267 eV/Å
- Orbital gap (alpha / beta): 6.12 / 7.42 eV

=====

(4)
Here is 2 unconnected molecules or ions with the total composition C6H12O3 from the OMol25 dataset. Energies are from ωB97M-V/def2-TZVPD.

Geometry as XYZ:
```
21
Properties=species:S:1:pos:R:3:forces:R:3:lowdin_charge:R:1
C 2.019 -0.358 -0.093 -0.12 0.36 2.35 -0.324
C 2.829 0.506 0.796 -0.88 1.06 -0.29 -0.086
C -2.361 0.351 0.426 0.30 0.21 -0.04 -0.051
C -1.019 -1.658 -0.275 0.27 0.18 0.07 -0.058
C -0.955 -0.254 0.328 0.21 -0.12 -0.02 -0.350
C -0.033 0.649 -0.472 0.39 0.40 -0.57 -0.387
O 2.263 -1.408 -0.610 -0.25 -1.58 -2.10 0.017
O -0.160 0.674 -1.843 -0.08 0.33 0.91 0.085
O 0.117 1.905 0.043 -0.14 -0.92 -0.37 0.083
H 3.876 0.200 0.828 -0.11 -0.11 -0.26 0.082
H 2.744 1.540 0.470 0.29 0.28 0.22 0.059
H 2.399 0.445 1.795 0.24 0.18 0.40 0.067
H -3.003 -0.305 1.008 -0.05 -0.07 0.04 0.083
H -2.795 0.474 -0.565 -0.08 0.01 -0.08 0.085
H -2.317 1.323 0.909 -0.11 0.10 0.04 0.078
H -0.030 -2.012 -0.561 0.06 -0.08 0.05 0.065
H -1.670 -1.675 -1.149 -0.13 -0.01 -0.11 0.083
H -1.430 -2.354 0.451 -0.09 -0.05 0.02 0.088
H -0.537 -0.310 1.338 0.10 0.00 -0.15 0.146
H -0.360 -0.213 -2.155 0.08 -0.23 -0.04 0.107
H 0.425 2.481 -0.668 0.08 0.06 -0.05 0.129
```
Positions in Å, forces in eV/Å.

Output
- Relative energy (zero: lowest compared OMol25 entry of this formula, charge and spin): 0.000 eV
- Net charge: 0
- Maximum force: 2.640 eV/Å
- 2S+1: 3
- <S²>: 2.01
- Orbital gap (alpha / beta): 5.27 / 10.74 eV

=====

(5)
Here is 25 unconnected molecules or ions with the total composition H50O25 from the OMol25 dataset. Energies are from ωB97M-V/def2-TZVPD.

Geometry as XYZ:
```
75
Properties=species:S:1:pos:R:3:forces:R:3:lowdin_charge:R:1
O 1.813 -1.639 1.658 -0.58 -0.30 0.11 -0.038
H 2.659 -1.648 1.209 0.73 -0.05 -0.40 0.010
H 1.640 -0.713 1.825 0.01 -0.12 -0.05 -0.013
O -1.930 -3.995 2.815 -0.46 0.05 0.61 -0.069
H -2.073 -4.871 2.459 0.05 -0.20 -0.04 0.035
H -1.192 -3.649 2.313 0.27 0.08 -0.43 -0.020
O -5.065 -0.873 2.678 0.11 0.30 -0.12 -0.028
H -4.435 -0.802 3.395 0.04 -0.08 0.21 0.027
H -5.458 -1.739 2.790 -0.12 -0.24 -0.06 0.046
O 2.044 2.010 -0.591 0.26 0.04 -0.70 -0.029
H 1.233 2.238 -0.137 -0.34 0.34 0.28 0.009
H 2.417 1.297 -0.072 0.02 -0.36 0.24 0.004
O 0.238 3.753 1.008 0.29 -0.62 0.72 -0.032
H -0.505 3.914 1.590 -0.35 0.18 -0.11 0.044
H 0.081 4.322 0.255 -0.21 0.47 -0.83 0.020
O -0.461 -3.663 -2.163 -0.11 0.10 0.29 -0.024
H -0.510 -3.184 -2.990 -0.05 0.16 -0.15 0.043
H -0.715 -4.558 -2.388 -0.03 -0.30 -0.02 0.059
O -2.826 1.979 -0.115 0.09 0.52 0.04 -0.040
H -2.275 1.505 0.508 0.15 -0.34 0.20 0.009
H -2.348 1.932 -0.943 0.08 0.15 -0.21 0.009
O -1.998 1.244 -2.910 0.42 -0.18 -0.14 -0.028
H -1.540 0.742 -2.235 0.38 -0.55 0.59 0.018
H -1.412 1.218 -3.666 0.08 0.16 -0.28 0.074
O -5.310 1.487 0.708 -0.89 0.07 0.11 -0.070
H -4.954 0.840 1.317 -0.06 -0.34 0.15 -0.022
H -4.541 1.850 0.268 0.49 0.08 -0.10 -0.036
O -4.246 2.560 -2.795 -0.66 0.53 -0.08 -0.062
H -4.705 2.346 -1.983 -0.27 0.02 0.17 0.013
H -3.460 2.014 -2.776 0.23 -0.21 -0.19 -0.053
O 4.995 1.417 -0.713 0.67 0.06 -0.51 -0.035
H 5.086 0.742 -0.040 -0.20 -0.03 0.31 0.019
H 4.095 1.730 -0.619 -0.19 0.33 0.09 0.004
O 1.162 -4.109 2.466 -0.34 -0.86 0.03 -0.063
H 1.232 -3.213 2.136 0.33 0.71 -0.19 -0.037
H 0.789 -4.013 3.342 -0.06 -0.11 0.26 0.027
O -1.607 -2.561 0.366 0.30 0.34 0.43 -0.039
H -1.146 -2.923 -0.391 0.29 -0.36 -0.62 0.013
H -2.522 -2.807 0.230 -0.50 0.02 -0.12 0.037
O -0.384 4.984 -1.773 -0.29 0.21 0.81 -0.043
H 0.375 4.559 -2.171 0.59 -0.14 -0.58 -0.019
H -1.138 4.520 -2.137 -0.34 -0.09 -0.07 0.040
O 3.467 0.600 1.565 0.49 0.08 -0.10 -0.041
H 2.615 0.762 1.970 -0.38 0.40 0.32 0.002
H 4.056 0.440 2.302 0.23 0.02 0.16 0.077
O 4.742 -0.837 -2.339 0.22 -0.65 -0.48 -0.032
H 3.845 -0.652 -2.618 -0.39 -0.07 -0.38 0.034
H 5.075 0.004 -2.027 0.12 0.74 0.22 0.015
O -4.088 -2.757 -1.530 0.31 -0.12 0.15 -0.035
H -4.527 -3.552 -1.832 -0.11 -0.23 -0.07 0.038
H -4.727 -2.060 -1.675 -0.15 0.35 0.03 0.046
O 1.881 3.887 -3.025 -0.07 0.20 -0.06 -0.032
H 2.112 3.483 -3.861 -0.02 0.00 -0.27 0.055
H 2.228 3.287 -2.364 0.17 -0.39 0.51 0.014
O 0.759 0.832 1.922 0.31 -0.17 -0.35 -0.075
H 0.561 1.721 2.220 0.30 0.45 -0.02 0.023
H 0.037 0.301 2.259 -0.61 -0.11 0.26 0.049
O 1.625 2.839 3.866 0.01 -0.16 -0.24 -0.022
H 1.566 2.438 4.733 0.07 -0.12 0.33 0.050
H 0.776 3.262 3.738 -0.08 0.48 0.03 0.024
O 1.773 -1.235 -3.807 0.08 0.34 -0.04 -0.032
H 1.343 -1.834 -4.418 0.10 -0.20 -0.22 0.036
H 1.229 -1.264 -3.020 -0.10 -0.03 0.42 0.021
O -0.741 -0.086 -0.461 0.09 0.76 -0.74 -0.033
H -1.131 -0.910 -0.170 -0.50 -0.84 0.29 -0.003
H -0.144 0.160 0.246 0.41 0.24 0.05 -0.001
O 2.386 -3.749 -1.020 0.01 -0.19 -0.34 -0.048
H 2.462 -2.898 -0.588 0.23 0.13 0.22 -0.015
H 1.620 -4.156 -0.616 -0.20 -0.09 0.09 0.016
O 4.253 -1.873 0.011 -0.33 -0.28 1.46 -0.052
H 5.025 -1.659 0.534 0.12 -0.16 0.22 0.053
H 4.507 -1.665 -0.888 0.16 0.27 -1.20 -0.013
O -1.817 0.924 2.674 0.07 -0.11 -0.14 -0.004
H -1.627 1.692 3.213 -0.16 0.30 0.19 0.060
H -2.243 0.310 3.273 -0.24 -0.26 0.09 0.062
```
Positions in Å, forces in eV/Å.

Output
- Relative energy (zero: lowest compared OMol25 entry of this formula, charge and spin): 3.750 eV
- Net charge: 0
- Maximum force: 1.519 eV/Å
- Orbital gap: 9.39 eV

=====

(6)
Here is a molecular structure, C15H24N2O6V from the OMol25 dataset. Energies are from ωB97M-V/def2-TZVPD.

Geometry as XYZ:
```
48
Properties=species:S:1:pos:R:3:forces:R:3:lowdin_charge:R:1
V 0.609 0.995 0.291 0.77 -0.98 -1.02 1.004
C -1.930 0.938 1.792 0.12 -0.03 -0.05 -0.118
C -2.295 1.424 0.411 0.11 0.13 0.06 -0.083
O -1.089 1.977 -0.204 -0.36 0.22 0.15 -0.245
C -0.946 3.418 -0.099 -0.11 0.00 -0.02 -0.114
C 0.430 3.767 -0.619 -0.06 -0.16 0.16 -0.092
O 1.420 2.929 0.052 -0.36 0.35 0.26 -0.219
C 1.845 3.433 1.348 0.00 -0.05 -0.06 -0.113
C 2.537 2.297 2.067 -0.20 -0.02 0.02 -0.087
O 1.671 1.121 2.036 0.03 0.34 0.29 -0.240
C 0.853 0.923 3.217 0.04 -0.08 -0.02 -0.112
C -0.104 -0.207 2.898 0.11 0.21 -0.19 -0.094
O -0.778 0.074 1.638 -0.03 0.15 0.40 -0.224
H -2.750 0.396 2.264 -0.01 -0.07 -0.07 0.158
H -1.659 1.781 2.436 -0.05 0.02 0.00 0.135
H -3.068 2.189 0.467 -0.02 0.00 -0.07 0.152
H -2.631 0.619 -0.237 0.05 -0.03 -0.01 0.149
H -1.072 3.694 0.951 0.01 0.09 -0.01 0.137
H -1.719 3.917 -0.684 0.00 -0.04 -0.06 0.158
H 0.619 4.829 -0.459 0.20 -0.03 0.01 0.155
H 0.525 3.540 -1.678 0.01 0.00 -0.02 0.152
H 0.959 3.762 1.898 0.03 0.02 0.06 0.135
H 2.511 4.288 1.225 0.05 -0.04 -0.08 0.158
H 2.746 2.588 3.096 0.05 -0.08 0.02 0.153
H 3.467 2.008 1.582 -0.02 -0.01 -0.04 0.150
H 0.335 1.862 3.429 -0.06 -0.03 0.08 0.136
H 1.477 0.667 4.075 0.06 -0.02 -0.05 0.157
H -0.814 -0.323 3.717 -0.12 -0.08 -0.10 0.154
H 0.429 -1.143 2.744 0.01 0.00 0.00 0.152
O -3.763 -4.035 -2.204 0.00 -0.01 -0.02 -0.033
C -2.591 -4.674 -2.662 -0.08 -0.04 0.06 -0.225
N -1.546 -3.694 -2.465 0.03 0.16 -0.05 0.090
C -0.253 -4.017 -2.253 0.03 -0.10 0.08 -0.449
O 0.192 -5.142 -2.232 0.00 0.01 -0.02 0.118
C 0.669 -2.853 -1.964 -0.12 0.02 0.03 -0.079
C 2.001 -2.931 -2.352 -0.01 0.04 0.02 0.060
C 2.859 -1.894 -2.023 0.04 -0.07 0.00 0.002
C 2.365 -0.836 -1.287 -0.02 0.11 -0.01 -0.099
N 1.084 -0.759 -0.887 -0.08 0.09 0.28 -0.042
C 0.255 -1.760 -1.228 -0.09 0.08 0.05 -0.046
H -4.534 -4.507 -2.539 0.03 0.00 0.01 0.103
H -2.676 -4.949 -3.716 0.01 -0.01 0.00 0.140
H -2.340 -5.558 -2.074 0.04 -0.01 -0.03 0.135
H -1.793 -2.746 -2.698 -0.03 -0.01 -0.02 0.142
H 2.338 -3.806 -2.893 0.02 0.01 0.00 0.145
H 3.899 -1.907 -2.316 0.00 0.00 0.00 0.129
H 3.017 -0.017 -0.997 0.00 0.00 -0.04 0.123
H -0.762 -1.679 -0.865 -0.01 -0.05 -0.01 0.128
```
Positions in Å, forces in eV/Å.

Output
- Relative energy (zero: lowest compared OMol25 entry of this formula, charge and spin): 0.014 eV
- Net charge: +2
- Maximum force: 1.611 eV/Å
- 2S+1: 2
- <S²>: 0.75
- Orbital gap (alpha / beta): 8.58 / 8.11 eV